[1]
This record from the Open Molecules 2025 dataset describes a single C21H18F2N4O2 molecule. The level of theory is ωB97M-V with the def2-TZVPD basis set.

Results
Energy above the lowest of the compared OMol25 structures with the same formula, charge and spin in kJ/mol: 1.96
Kohn-Sham gap in eV: 8.5
HOMO level in eV: -8.41
Total energy in Eh: -1380.1251
Structure (SMILES): O=C(Nc1ccnnc1)c1cc(N2CC(F)(F)C2)ccc1OCc1ccccc1

Atoms and positions in Å:
O (0.65813, 1.43940, -1.89541)
C (0.16108, 0.55602, -1.27070)
N (0.45560, -0.74796, -1.63197)
C (0.42563, -1.29234, -2.90266)
C (0.14565, -2.61699, -3.02001)
C (-0.15904, -3.13224, -4.28286)
N (0.00194, -2.34512, -5.36070)
N (0.58395, -1.19089, -5.19590)
C (0.75322, -0.52680, -4.01800)
C (-0.30405, 0.86888, 0.13414)
C (-0.68231, 2.19452, 0.45069)
C (-1.23329, 2.55840, 1.70591)
N (-1.42863, 3.93027, 2.06299)
C (-2.24420, 4.47085, 3.20782)
C (-2.82277, 5.64678, 2.25246)
F (-4.23757, 5.51971, 2.19541)
F (-2.46336, 6.88497, 2.56607)
C (-2.07843, 4.90309, 1.12630)
C (-1.48264, 1.45727, 2.50792)
C (-1.41590, 0.17289, 2.14854)
C (-0.77042, -0.17047, 0.98496)
O (-0.49364, -1.51468, 0.79100)
C (0.54826, -1.88169, 1.67033)
C (1.58028, -2.50208, 0.90443)
C (2.62992, -1.76960, 0.27729)
C (3.54029, -2.45098, -0.52260)
C (3.42142, -3.78462, -0.80883)
C (2.32979, -4.49431, -0.34547)
C (1.42790, -3.85622, 0.54615)
H (0.31450, -1.45025, -0.92408)
H (-0.12980, -3.27114, -2.26349)
H (-0.35671, -4.11793, -4.53787)
H (1.28511, 0.39615, -3.99338)
H (-0.60926, 2.94351, -0.33453)
H (-3.09218, 3.95819, 3.65043)
H (-1.70556, 4.82381, 4.11800)
H (-1.31896, 5.48032, 0.53655)
H (-2.74905, 4.39254, 0.44950)
H (-1.96538, 1.58208, 3.49641)
H (-1.77119, -0.60582, 2.80166)
H (0.03706, -2.60267, 2.36639)
H (1.06182, -1.07313, 2.28863)
H (2.56578, -0.66186, 0.34249)
H (4.32297, -1.94887, -1.03400)
H (4.25635, -4.17486, -1.46722)
H (2.32722, -5.54498, -0.72063)
H (0.68050, -4.45116, 0.94777)

[2]
This record from the Open Molecules 2025 dataset describes a molecular structure, C4H7N3O. The level of theory is ωB97M-V with the def2-TZVPD basis set.

Results
Energy above the lowest of the compared OMol25 structures with the same formula, charge and spin in kJ/mol: 720.27
Kohn-Sham gap in eV: 10.3
HOMO level in eV: -9.71
Total energy in Eh: -395.8741

Atoms and positions in Å:
C (-1.79325, 1.04542, 0.12043)
C (-0.98378, -1.37102, -0.06785)
C (1.46303, -0.17419, 0.76827)
C (1.56647, -0.34759, -0.75917)
H (-0.43524, 2.37936, -0.38402)
H (-2.73221, 0.51205, 0.32382)
H (0.11837, -1.85594, 0.30530)
H (0.60545, -0.73542, 1.63915)
H (2.48641, 0.51070, 1.15311)
H (2.64079, 0.05155, -1.18185)
H (0.80912, -1.17354, -1.15861)
N (-1.53628, 2.25599, -0.12974)
N (-0.76144, -0.02387, -0.29319)
N (0.64257, 0.77495, -0.22204)
O (-2.09000, -1.84846, -0.11360)

[3]
This record from the Open Molecules 2025 dataset describes a molecular structure, C25H43Cl2F3FeN3O6Si. The level of theory is ωB97M-V with the def2-TZVPD basis set.

Results
Energy above the lowest of the compared OMol25 structures with the same formula, charge and spin in kJ/mol: 5.09
Kohn-Sham gap (alpha / beta) in eV: 9.0 / 6.9
HOMO level (alpha / beta) in eV: -8.49 / -8.49
Total energy in Eh: -4367.3798
2S+1: 6

Atoms and positions in Å:
C (5.54855, 1.37987, 0.35913)
C (4.34914, 1.46425, -0.53064)
H (6.43165, 1.79334, -0.11916)
H (5.79699, 0.35216, 0.59342)
H (5.36016, 1.94802, 1.26234)
C (4.50475, 1.80496, -1.83183)
C (5.76788, 2.32620, -2.48115)
H (3.67858, 1.67701, -2.54661)
H (6.55066, 1.58098, -2.58121)
H (6.18631, 3.21735, -2.01381)
H (5.51775, 2.61491, -3.50221)
Fe (-2.04251, -1.65390, 0.83072)
Cl (-2.18358, -3.63946, 1.89162)
C (-2.33199, 1.02122, -0.74943)
O (-2.30963, -0.21430, -0.81462)
N (-3.12399, 1.73746, -1.56117)
C (-3.79591, 1.00591, -2.61200)
C (-3.22511, 3.18569, -1.55250)
H (-1.70881, 1.60579, -0.04186)
H (-4.11033, 0.03442, -2.21572)
H (-3.09189, 0.84955, -3.44465)
H (-4.64359, 1.61087, -2.94070)
H (-3.14106, 3.55789, -0.52417)
H (-4.19552, 3.43015, -1.98598)
H (-2.42292, 3.63374, -2.16225)
H (-6.82961, -2.91886, 2.75826)
H (-6.44708, -1.63886, 4.61824)
C (-5.94670, -2.61792, 2.17805)
C (-5.39677, -1.45469, 4.39259)
N (-5.16712, -1.64298, 2.96078)
H (-6.23167, -2.11732, 1.22875)
C (-4.10396, -1.11351, 2.37846)
O (-3.91830, -1.18785, 1.11566)
H (-5.13838, -0.42463, 4.63692)
H (-3.35293, -0.63388, 3.01101)
H (-5.30591, -3.49836, 1.94692)
H (-4.75928, -2.12373, 4.98770)
H (2.03305, -2.63718, -1.19113)
H (2.18841, -1.70834, -3.77261)
C (1.41111, -3.31279, -1.81275)
C (1.18906, -2.13593, -3.97570)
N (0.57365, -2.49775, -2.69728)
H (0.76144, -3.94681, -1.18834)
C (-0.77976, -2.38325, -2.49038)
O (-1.41687, -2.91008, -1.58154)
H (0.55688, -1.40015, -4.49947)
H (-1.26115, -1.69191, -3.23097)
H (2.08819, -3.90838, -2.44822)
H (1.33336, -3.03542, -4.60836)
O (2.82249, -0.29619, 0.27456)
C (2.98451, 1.10019, 0.13530)
C (1.55115, 0.87202, -1.87150)
C (1.82232, 1.59993, -0.70691)
H (2.07106, -0.06934, -1.99930)
C (0.67299, 1.38171, -2.84476)
H (2.94391, 1.47345, 1.16460)
C (1.11838, 2.79203, -0.50716)
H (0.51147, 0.77639, -3.74251)
C (0.08834, 2.63001, -2.71986)
C (0.28474, 3.32595, -1.52266)
H (1.21658, 3.33204, 0.44393)
H (-0.53100, 3.01810, -3.53950)
H (-0.19212, 4.29236, -1.38772)
Si (2.50725, -1.22146, 1.63519)
Cl (-0.05491, -1.14591, 0.30419)
C (2.15572, -3.08749, 1.35094)
C (1.24114, -1.19195, 3.07799)
C (4.14166, -0.73085, 2.36253)
H (1.21090, -3.22384, 0.80436)
H (1.96970, -3.54489, 2.34194)
H (2.95547, -3.65350, 0.87229)
H (4.89722, -1.04948, 1.63506)
H (4.40063, -1.08604, 3.36036)
H (4.17915, 0.35906, 2.34967)
H (0.41103, -0.49929, 2.99150)
H (1.77326, -0.94846, 3.99525)
H (0.79485, -2.16148, 3.27048)
F (-2.45181, 2.47290, 3.90387)
C (-2.37620, 2.33209, 2.54476)
F (-3.57315, 1.80968, 2.12019)
F (-2.23523, 3.56280, 1.98526)
C (-1.17045, 1.36871, 2.21779)
O (-0.06848, 1.87975, 2.02406)
O (-1.51780, 0.14751, 2.23362)

[4]
This record from the Open Molecules 2025 dataset describes 2 unconnected molecules or ions with the total composition C2H5N2O2. The level of theory is ωB97M-V with the def2-TZVPD basis set.

Results
Energy above the lowest of the compared OMol25 structures with the same formula, charge and spin in kJ/mol: 80.03
Total charge: -1
Kohn-Sham gap in eV: 9.1
HOMO level in eV: -4.66
Total energy in Eh: -339.2452

Atoms and positions in Å:
N (-0.49722, -0.47260, -0.84462)
C (-1.46019, -0.13388, 0.13883)
N (-2.66277, -0.65458, 0.23496)
H (-0.92170, -1.18439, -1.33725)
H (0.49903, -0.47363, -0.50553)
H (-1.29134, 0.82499, 0.67699)
H (-3.24942, -0.19024, 0.90437)
O (2.00693, -0.52017, -0.34656)
C (2.38254, 0.51960, 0.28666)
O (1.70821, 1.53984, 0.57253)
H (3.48594, 0.74506, 0.21962)

[5]
This record from the Open Molecules 2025 dataset describes 2 unconnected molecules or ions with the total composition C5H8Cl2. The level of theory is ωB97M-V with the def2-TZVPD basis set.

Results
Energy above the lowest of the compared OMol25 structures with the same formula, charge and spin in kJ/mol: 23.55
Kohn-Sham gap (alpha / beta) in eV: 7.4 / 8.6
HOMO level (alpha / beta) in eV: -6.47 / -10.05
Total energy in Eh: -1115.5051
2S+1: 3

Atoms and positions in Å:
C (-1.67959, 1.16176, 1.13665)
C (-0.79408, 0.17912, 1.36926)
C (1.07341, 0.34130, -1.61033)
C (-0.76052, -1.09590, 0.67512)
C (1.25278, -0.71267, -0.57251)
Cl (-1.90526, -1.47190, -0.42844)
Cl (2.33641, -0.15420, 0.58786)
H (-1.28626, 1.99710, 1.58547)
H (-2.39950, 1.20783, 0.38266)
H (-0.06183, 0.37605, 2.14956)
H (0.06018, 0.59021, -1.59897)
H (1.49555, 0.01652, -2.66029)
H (1.64270, 1.27871, -1.37295)
H (-0.39193, -1.93010, 1.19124)
H (1.41793, -1.78382, -0.83434)

[6]
This record from the Open Molecules 2025 dataset describes a gas-phase ion, C14H21N2 (charge +1). The level of theory is ωB97M-V with the def2-TZVPD basis set.

Results
Energy above the lowest of the compared OMol25 structures with the same formula, charge and spin in kJ/mol: 0.00
Total charge: +1
Kohn-Sham gap in eV: 8.9
HOMO level in eV: -11.39
Total energy in Eh: -655.3770
Structure (SMILES): CCC(CC)[NH2+]Cc1c[nH]c2ccccc12

Atoms and positions in Å:
C (-3.92220, 1.22242, 1.04371)
C (-2.92934, 2.33906, 0.73234)
C (-1.52410, 2.05747, 1.26010)
C (-0.52862, 3.17874, 0.95532)
C (-0.70635, 4.36443, 1.89939)
N (-1.02230, 0.74864, 0.71717)
C (-0.82046, 0.63773, -0.76576)
C (-0.19225, -0.67872, -1.05567)
C (-0.71175, -1.72872, -1.76641)
N (0.17198, -2.75749, -1.77565)
C (1.28822, -2.40740, -1.06802)
C (2.44824, -3.12286, -0.79515)
C (3.41625, -2.50013, -0.03887)
C (3.24539, -1.19509, 0.43389)
C (2.09915, -0.48144, 0.16953)
C (1.09782, -1.08998, -0.59181)
H (-3.90976, 0.97480, 2.10307)
H (-4.92699, 1.55152, 0.79574)
H (-3.73035, 0.32034, 0.46415)
H (-2.89912, 2.52825, -0.34121)
H (-3.27636, 3.25547, 1.20854)
H (-1.57850, 1.92464, 2.34720)
H (-0.65027, 3.52352, -0.07209)
H (0.48986, 2.79961, 1.07156)
H (0.03859, 5.12301, 1.67928)
H (-1.68723, 4.81566, 1.78542)
H (-0.58288, 4.05813, 2.93505)
H (-0.11162, 0.52483, 1.14078)
H (-1.68398, 0.01568, 0.99834)
H (-0.16749, 1.45574, -1.07417)
H (-1.78099, 0.73028, -1.27055)
H (-1.65087, -1.79637, -2.28108)
H (0.04198, -3.63200, -2.25682)
H (2.58411, -4.12603, -1.16680)
H (4.33083, -3.02302, 0.19089)
H (4.03387, -0.74212, 1.01441)
H (2.00194, 0.53813, 0.52118)